# 1
86
Properties=species:S:1:pos:R:3:mulliken_charge:R:1 method="wB97M-V/def2-TZVPD" homo_lumo_gap_ha=0.2663 charge=0 homo_ha=-0.3221 e_lumo_ha=-0.0558
Hg 1.885 -33.060 -4.281 1.054
S 1.667 -29.737 -5.466 0.240
O 0.527 -28.974 -4.967 0.476
O 1.624 -31.012 -4.801 0.486
O 1.559 -30.006 -6.850 -0.829
O 2.944 -29.070 -5.163 0.530
C 4.663 -33.718 -6.098 -0.556
C 3.883 -35.042 -6.406 -0.722
O 2.767 -35.216 -5.527 -0.424
O 3.785 -32.660 -5.592 -0.246
H 4.967 -33.325 -7.068 0.394
H 5.434 -33.914 -5.352 0.332
H 4.575 -35.878 -6.307 0.388
H 3.437 -34.927 -7.394 0.412
H 2.358 -36.055 -5.752 0.265
H 4.239 -31.838 -5.792 0.188
C -0.023 -30.516 -9.414 -0.199
C 1.107 -31.375 -9.897 -0.660
O 1.771 -31.846 -8.757 -0.645
O 0.383 -29.325 -8.837 -0.671
H -0.644 -31.027 -8.679 -0.135
H -0.710 -30.294 -10.231 0.493
H 1.733 -30.773 -10.554 0.282
H 0.660 -32.165 -10.501 0.405
H 1.963 -31.129 -8.148 0.418
H 0.723 -29.554 -7.969 0.439
C 3.873 -32.926 -1.746 -0.642
C 2.960 -31.670 -1.823 -0.275
O 1.590 -31.970 -1.943 -0.614
O 3.821 -33.707 -2.957 -0.383
H 3.349 -33.387 -0.909 0.383
H 4.885 -32.553 -1.585 0.350
H 3.316 -30.956 -2.566 -0.007
H 3.134 -31.248 -0.833 0.539
H 1.143 -31.120 -1.935 0.329
H 4.349 -34.506 -2.891 0.232
C -2.237 -28.821 -6.700 0.175
C -2.683 -29.564 -5.393 -0.815
O -1.666 -30.328 -4.756 -0.637
O -1.393 -27.753 -6.239 -0.700
H -3.072 -28.356 -7.225 0.449
H -1.779 -29.544 -7.374 -0.354
H -3.503 -30.253 -5.595 0.465
H -3.120 -28.876 -4.669 0.293
H -0.847 -29.841 -4.876 0.194
H -0.650 -28.024 -5.695 0.248
C 5.507 -29.308 -7.086 -0.264
C 4.818 -29.299 -8.423 -0.427
O 3.616 -28.566 -8.313 -0.510
O 4.982 -30.237 -6.167 -0.611
H 5.485 -28.327 -6.612 0.214
H 6.575 -29.523 -7.114 0.465
H 4.455 -30.226 -8.866 0.147
H 5.418 -28.947 -9.262 0.360
H 2.996 -29.128 -7.842 0.379
H 4.222 -29.726 -5.876 0.035
C -1.353 -33.274 -4.988 -1.006
C -0.732 -32.824 -6.283 0.420
O 0.625 -33.254 -6.323 -0.575
O -0.682 -32.641 -3.947 -0.387
H -1.231 -34.355 -4.911 0.392
H -2.419 -33.055 -5.044 0.447
H -0.638 -31.746 -6.419 -0.261
H -1.422 -33.139 -7.065 0.470
H 0.997 -32.953 -7.155 0.189
H -1.133 -31.795 -3.896 0.320
C 4.043 -26.366 -4.048 -0.311
C 4.802 -27.439 -3.232 -0.481
O 3.993 -28.477 -2.810 -0.567
O 3.986 -26.780 -5.402 -0.628
H 4.560 -25.417 -4.185 0.411
H 3.106 -26.045 -3.593 0.048
H 5.307 -27.010 -2.367 0.442
H 5.602 -27.806 -3.876 0.168
H 3.428 -28.767 -3.530 0.226
H 3.623 -27.668 -5.443 0.379
C -0.582 -28.276 -2.016 -0.471
C 0.409 -27.093 -2.076 -0.397
O 0.497 -26.735 -3.484 -0.624
O 0.093 -29.436 -2.349 -0.607
H -1.447 -28.167 -2.671 0.050
H -0.934 -28.228 -0.985 0.399
H 1.371 -27.201 -1.574 0.153
H 0.047 -26.239 -1.504 0.467
H 0.516 -27.513 -4.046 0.395
H 0.435 -29.357 -3.242 0.209

# 2
125
Properties=species:S:1:pos:R:3:mulliken_charge:R:1 method="wB97M-V/def2-TZVPD" de_lowest_kcal_mol=95.1 homo_lumo_gap_ha="0.0709 / 0.0705" charge=-2 homo_ha="0.0312 / 0.0311" e_lumo_ha="0.1020 / 0.1016"
Rb -0.508 0.643 0.491 0.190
O 0.333 -0.402 -3.796 -0.810
C -0.677 -0.554 -4.597 0.547
C -0.589 -0.318 -5.972 -0.645
C -1.532 -0.696 -6.913 -0.751
C -2.688 -1.266 -6.375 -0.446
C -2.966 -1.319 -4.998 -0.259
C -1.997 -0.956 -4.128 -0.087
C -2.218 -0.838 -2.597 0.036
O -1.088 -1.021 -1.866 -0.208
N -2.933 0.387 -2.482 0.303
N -3.264 0.805 -1.231 -0.543
C -3.643 2.126 -1.251 -0.330
C -4.360 2.682 -0.154 0.129
Br -4.094 1.750 1.533 -0.172
C -4.959 3.951 -0.035 -1.014
C -5.836 4.559 -0.970 0.701
C -6.732 3.717 -1.784 -0.372
C -7.481 4.324 -2.755 -0.416
C -7.694 5.729 -2.754 -0.405
C -6.894 6.549 -1.980 -0.535
C -6.079 5.928 -1.013 -0.258
H -0.305 -0.781 -2.534 0.443
H 0.424 -0.027 -6.184 0.276
H -1.451 -0.553 -7.948 0.463
H -3.389 -1.708 -7.063 0.320
H -3.998 -1.627 -4.600 0.245
H -2.935 -1.613 -2.228 -0.074
H -3.210 0.934 -3.316 0.478
H -3.302 2.710 -2.076 0.574
H -4.650 4.379 0.920 0.318
H -6.684 2.598 -1.641 0.334
H -8.043 3.595 -3.374 0.284
H -8.402 6.238 -3.349 0.374
H -6.992 7.626 -1.956 0.344
H -5.611 6.567 -0.256 0.322
N 0.579 4.857 0.808 -0.315
C 1.139 3.922 -0.029 0.209
O 0.486 3.217 -0.808 -0.728
C 3.337 4.419 1.270 -1.056
C 2.701 3.755 0.212 0.604
H 1.185 5.574 1.182 0.225
H -0.426 5.051 0.650 0.209
H 4.251 4.916 1.210 0.063
H 2.682 4.648 2.159 -0.031
H 2.878 2.717 0.191 -0.226
H 3.149 3.859 -0.821 0.173
O -2.267 -1.478 1.754 -0.153
H -3.165 -1.336 2.136 0.216
H -2.381 -2.379 1.349 0.170
C 6.218 1.523 -5.024 -1.198
Ge 5.320 0.146 -6.057 0.510
C 6.672 -1.210 -6.837 -1.171
C 4.299 0.752 -7.696 -1.344
C 3.935 -0.800 -5.108 -0.257
Se 4.382 -0.791 -3.190 -0.072
C 3.350 0.829 -2.735 -0.164
H 6.780 1.111 -4.219 0.371
H 5.601 2.355 -4.692 0.370
H 6.928 1.938 -5.754 0.390
H 7.068 -0.840 -7.817 0.317
H 6.234 -2.239 -7.034 0.324
H 7.482 -1.325 -6.132 0.364
H 3.507 1.352 -7.258 0.375
H 3.976 -0.051 -8.249 0.404
H 4.898 1.392 -8.332 0.384
H 3.743 -1.869 -5.433 0.420
H 2.961 -0.323 -5.341 -0.244
H 3.199 0.759 -1.640 -0.188
H 2.326 0.847 -3.208 0.176
H 3.827 1.759 -2.969 0.246
O 2.766 0.017 0.926 -0.192
H 2.187 0.056 1.757 0.259
H 3.248 -0.846 0.770 0.149
C -1.515 -0.194 5.121 -1.814
C -0.268 0.502 5.621 2.322
C 0.107 0.031 7.108 -1.808
C -0.222 2.005 5.530 -1.601
Si 1.125 -0.027 4.435 -1.109
O 1.023 0.256 2.875 -0.280
C 2.880 0.573 4.888 0.867
C 3.373 0.398 6.171 0.056
C 4.742 0.702 6.405 -1.038
C 5.484 1.235 5.337 -0.581
C 4.866 1.618 4.133 -0.713
C 3.592 1.221 3.853 -0.315
C 1.368 -1.971 4.689 0.901
C 0.289 -2.829 4.364 -0.072
C 0.483 -4.243 4.496 -0.596
C 1.559 -4.723 5.270 -0.566
C 2.617 -3.866 5.538 -0.700
C 2.540 -2.495 5.197 -0.530
H -2.357 0.314 5.595 0.554
H -1.628 -1.255 5.374 0.311
H -1.594 -0.034 4.021 0.308
H -0.804 -0.006 7.665 0.539
H 0.777 0.784 7.579 0.350
H 0.500 -0.985 7.174 0.320
H -0.943 2.410 6.286 0.450
H -0.463 2.330 4.474 0.248
H 0.791 2.464 5.709 0.321
H 2.795 -0.163 6.852 0.633
H 5.307 0.229 7.236 0.236
H 6.525 1.428 5.452 0.404
H 5.530 2.059 3.335 0.276
H 3.143 1.307 2.869 -0.010
H -0.700 -2.465 4.066 0.216
H -0.161 -4.983 3.957 0.317
H 1.589 -5.757 5.595 0.355
H 3.524 -4.282 5.930 0.380
H 3.424 -1.930 5.197 0.517
O -1.953 -4.200 1.016 -0.622
S -2.436 -5.057 -0.091 0.388
C -4.246 -5.310 0.215 -0.709
C -4.579 -6.807 0.200 -0.531
C -3.344 -7.565 0.755 -0.558
C -2.075 -6.833 0.311 -0.657
H -4.816 -4.696 -0.499 0.454
H -4.465 -4.942 1.206 0.327
H -4.826 -7.150 -0.807 0.287
H -5.356 -7.105 0.903 0.273
H -3.292 -8.573 0.337 0.314
H -3.389 -7.777 1.870 0.297
H -1.810 -7.242 -0.700 0.321
H -1.317 -6.804 1.128 0.322

| no. | E (eV) |
| --- | --- |
| 1 | -73325.153 |
| 2 | -276753.855 |